[1]
The following is a DFT calculation (ωB97M-V/def2-TZVPD) of a molecular structure, C28H24FeOS in a non-equilibrium geometry.

Its HOMO energy (alpha / beta) is -0.2018 / -0.2793 Ha. For the relative energy (zero: lowest compared OMol25 entry of this formula, charge and spin), the calculation gives 6.56 kcal per mole. The LUMO energy (alpha / beta) comes out at 0.450 / -2.205 eV. The HOMO-LUMO gap (alpha / beta) is 5.9 / 5.4 eV. The value obtained for the molar mass is 464.4 g mol⁻¹. For the strongest force on any atom, the calculation gives 3.0 eV/A. The multiplicity is 5. The expectation value of S² is 6.065.

Element x y z (Å)
C 5.217 -1.785 4.374
O 5.258 -0.629 3.510
C 4.089 0.009 3.232
C 4.208 1.209 2.496
C 3.072 1.898 2.172
C 1.804 1.403 2.512
C 0.668 1.941 1.717
C -0.721 1.981 2.270
C -1.428 3.126 2.853
C -2.832 2.769 2.985
C -2.988 1.395 2.569
C -1.690 0.908 2.148
Fe -2.207 2.537 1.126
C -1.208 2.767 -0.570
C -1.656 4.038 -0.046
C -3.096 3.970 0.113
C -3.539 2.654 -0.317
C -2.365 1.908 -0.738
C 1.690 0.257 3.315
C 2.819 -0.475 3.643
H 6.270 -2.027 4.532
H 4.714 -1.539 5.321
H 4.688 -2.615 3.881
H 5.197 1.537 2.194
H 3.134 2.791 1.559
H 0.921 2.855 1.160
H -0.952 4.051 3.178
H -3.618 3.384 3.412
H -3.891 0.789 2.619
H -1.446 -0.114 1.868
H -0.198 2.574 -0.911
H -1.026 4.913 0.089
H -3.730 4.798 0.409
H -4.569 2.321 -0.399
H -2.356 0.920 -1.185
H 0.706 -0.103 3.605
H 2.733 -1.418 4.194
C 1.598 0.779 -6.145
C 0.874 0.601 -4.976
C 1.543 0.365 -3.741
C 2.987 0.250 -3.723
C 3.688 0.433 -4.933
C 3.013 0.716 -6.117
C 3.652 0.018 -2.483
C 2.946 -0.015 -1.298
C 1.540 0.244 -1.290
S 0.660 0.426 0.156
C 0.850 0.305 -2.517
H 1.084 0.965 -7.089
H -0.217 0.675 -4.961
H 4.779 0.346 -4.906
H 3.581 0.882 -7.036
H 4.741 -0.097 -2.487
H 3.412 -0.248 -0.343
H -0.240 0.330 -2.490

***

[2]
The following is a DFT calculation (ωB97M-V/def2-TZVPD) of a molecular structure, C28H24LiN8O6.

Its HOMO energy is -0.1091 Ha. The LUMO energy comes out at 1.479 eV. The HOMO-LUMO gap is 4.4 eV. The net charge is -1. The value obtained for the molar mass is 575.5 g mol⁻¹. For the strongest force on any atom, the calculation gives 0.5 eV/A.

Element x y z (Å)
Li -0.133 -0.221 1.624
C -4.300 0.718 2.229
C -2.921 0.818 2.345
N -2.118 0.371 1.391
C -2.673 -0.188 0.317
C -4.056 -0.234 0.190
N -4.872 0.212 1.142
C -1.730 -0.801 -0.672
C -2.138 -1.358 -1.881
C -1.193 -1.950 -2.707
C 0.131 -1.973 -2.290
C 0.452 -1.387 -1.073
N -0.458 -0.816 -0.299
C 1.829 -1.407 -0.495
C 2.989 -1.505 -1.253
N 4.193 -1.559 -0.685
C 4.233 -1.486 0.643
C 3.080 -1.310 1.400
N 1.888 -1.275 0.824
C -1.595 -2.558 -4.002
C -0.860 -2.338 -5.159
C -1.282 -2.916 -6.347
N -2.362 -3.690 -6.451
C -3.058 -3.904 -5.334
C -2.721 -3.365 -4.101
H -4.958 1.041 3.027
H -2.445 1.263 3.215
H -4.534 -0.640 -0.693
H -3.175 -1.337 -2.188
H 0.885 -2.474 -2.885
H 2.957 -1.513 -2.338
H 5.210 -1.558 1.107
H 3.103 -1.173 2.478
H 0.021 -1.707 -5.136
H -0.728 -2.746 -7.266
H -3.927 -4.547 -5.430
H -3.315 -3.587 -3.222
O 0.923 -3.231 6.589
C 0.669 -2.613 5.576
C 0.005 -3.169 4.342
O -0.287 -4.338 4.139
C -0.208 -2.023 3.443
C 0.534 -0.895 3.950
O 0.742 0.162 3.256
C 0.967 -1.162 5.320
O 1.491 -0.378 6.103
O -0.888 -1.981 2.374
C 0.743 5.374 -0.575
N 0.280 4.020 -0.330
C -1.117 3.721 -0.655
C 0.939 2.953 0.264
O 0.294 1.907 0.358
N 2.218 3.034 0.780
C 3.273 4.021 0.615
C 2.700 1.891 1.556
H -0.058 5.915 -1.068
H 1.599 5.408 -1.248
H 0.983 5.917 0.342
H -1.578 4.619 -1.059
H -1.668 3.400 0.229
H -1.193 2.918 -1.389
H 2.962 4.930 0.136
H 4.097 3.594 0.034
H 3.671 4.281 1.598
H 1.895 1.203 1.768
H 3.088 2.245 2.513
H 3.506 1.377 1.018

***

Question: Which of these has the lowest strongest force on any atom?
Answer: C28H24LiN8O6

***

Question: What is the strongest force on any atom in the first record?
Answer: 3.0 eV/A